[1]
The following is a DFT calculation (the ωB97M-V functional and the def2-TZVPD basis) of a structure of composition C17H44BFGaINO9.

The LUMO energy is 2.6 eV. Its total charge is -1. The gap between HOMO and LUMO comes out at 7.341 eV.

XYZ file:
```
75
Properties=species:S:1:pos:R:3:mulliken_charge:R:1
O 2.189 2.662 3.479 -0.52
C 2.504 1.850 2.627 0.57
F 2.454 2.150 1.348 -0.16
N 2.987 0.557 2.828 -0.31
C 2.447 -0.523 2.045 0.48
O 3.162 -1.507 1.963 -0.54
Ga 0.561 -0.532 1.181 -0.10
I 0.874 0.317 -1.272 -0.49
B -0.910 0.630 2.169 0.31
O -1.373 1.761 1.601 -0.26
O -1.551 0.292 3.342 -0.63
H 3.995 0.531 2.761 0.28
H 0.090 -2.044 1.070 -0.30
H -2.044 2.187 2.138 0.22
H -0.970 -0.227 3.881 0.25
C -5.788 2.353 1.116 -1.26
C -5.375 1.107 0.345 0.50
C -5.211 -0.091 1.270 -1.08
O -4.169 1.346 -0.372 -0.16
H -5.019 2.614 1.847 0.22
H -5.900 3.200 0.439 0.27
H -6.730 2.198 1.644 0.46
H -6.126 0.884 -0.414 0.22
H -4.427 0.102 2.007 0.22
H -4.917 -0.973 0.703 0.17
H -6.138 -0.311 1.803 0.41
H -3.466 1.546 0.264 0.05
C -5.473 -0.898 -3.766 -1.15
C -3.967 -1.039 -3.568 0.42
C -3.634 -2.200 -2.642 -0.99
O -3.412 0.164 -3.069 -0.49
H -5.957 -0.692 -2.807 0.19
H -5.693 -0.065 -4.434 0.30
H -5.910 -1.807 -4.185 0.40
H -3.491 -1.201 -4.536 0.31
H -4.069 -2.028 -1.654 0.08
H -2.556 -2.285 -2.515 0.29
H -4.020 -3.146 -3.028 0.40
H -3.794 0.330 -2.197 0.27
C 6.326 -4.784 1.173 -1.15
C 4.955 -5.215 1.672 0.39
C 4.488 -4.349 2.827 -0.92
O 4.979 -6.602 2.040 -0.58
H 7.068 -4.889 1.970 0.37
H 6.645 -5.408 0.337 0.30
H 6.315 -3.743 0.848 0.23
H 4.237 -5.145 0.856 0.30
H 5.176 -4.445 3.675 0.34
H 3.501 -4.662 3.164 0.29
H 4.433 -3.302 2.536 0.15
H 5.603 -6.689 2.763 0.34
C -1.882 6.386 0.116 -1.47
C -2.241 4.908 0.106 0.60
C -3.148 4.545 -1.055 -0.94
O -2.885 4.558 1.342 -0.53
H -2.787 6.997 0.207 0.35
H -1.238 6.617 0.964 0.36
H -1.366 6.671 -0.801 0.38
H -1.331 4.312 0.062 0.24
H -4.094 5.093 -0.966 0.29
H -3.372 3.481 -1.033 0.06
H -2.704 4.784 -2.022 0.40
H -3.692 5.078 1.394 0.32
C 5.834 0.331 -1.904 -1.35
C 5.306 -1.086 -1.728 0.76
C 6.232 -2.112 -2.371 -1.40
O 3.991 -1.192 -2.245 -0.43
H 5.892 0.583 -2.967 0.34
H 5.159 1.044 -1.432 0.31
H 6.829 0.446 -1.469 0.38
H 5.208 -1.304 -0.664 0.05
H 6.304 -1.932 -3.447 0.41
H 5.839 -3.118 -2.227 0.30
H 7.238 -2.066 -1.948 0.37
H 4.011 -1.000 -3.186 0.30
```

[2]
The following is a DFT calculation (the ωB97M-V functional and the def2-TZVPD basis) of a structure of composition C31H29BrN4O6ReS.

The LUMO energy (spin up / spin down) is -6.5 / -7.4 eV. Its total charge is +2. As for the multiplicity: 2. The gap between HOMO and LUMO (spin up / spin down) comes out at 7.143 / 6.187 eV.

XYZ file:
```
73
Properties=species:S:1:pos:R:3:mulliken_spin:R:1
Re -0.366 0.488 -0.116 0.83
C -1.578 3.578 1.733 0.00
C -0.250 2.961 2.047 0.03
C 0.389 3.363 3.230 0.00
C 1.704 3.044 3.464 0.00
C 2.427 2.422 2.446 0.01
C 1.748 2.042 1.319 -0.01
N 0.403 2.188 1.166 0.00
C 2.381 1.637 0.052 0.03
C 3.705 1.764 -0.321 -0.01
C 4.035 1.542 -1.655 0.01
C 3.046 1.275 -2.591 -0.01
C 1.737 1.163 -2.145 0.03
N 1.463 1.278 -0.850 -0.03
C 0.511 1.061 -2.958 0.01
C 0.538 1.010 -4.332 -0.01
C -0.662 1.102 -5.020 0.01
C -1.820 1.277 -4.296 -0.01
C -1.804 1.289 -2.901 0.02
C -3.093 1.503 -2.177 0.02
N -0.640 1.140 -2.229 -0.08
H -1.417 4.656 1.653 0.00
H -2.290 3.431 2.544 0.00
H -2.009 3.237 0.800 0.00
H -0.169 3.960 3.937 0.00
H 2.191 3.341 4.383 0.00
H 3.493 2.264 2.531 0.00
H 4.458 2.072 0.390 0.00
H 5.064 1.634 -1.975 0.00
H 3.292 1.185 -3.638 0.00
H 1.477 0.925 -4.859 0.00
H -0.685 1.070 -6.100 0.00
H -2.768 1.408 -4.798 0.00
H -3.862 1.792 -2.888 0.00
H -3.000 2.287 -1.428 0.00
H -3.424 0.604 -1.663 0.00
O -4.076 0.273 4.840 0.00
C -3.388 0.251 3.874 0.00
C -1.975 -0.397 3.763 0.00
O -1.397 -1.051 4.583 0.00
C -1.538 -0.028 2.403 -0.03
C -2.491 0.636 1.713 0.06
O -2.199 0.889 0.431 0.10
C -3.708 0.896 2.490 -0.01
O -4.705 1.475 2.169 0.01
O -0.414 -0.276 1.773 0.05
Br -4.781 -3.371 -0.670 0.00
C -3.094 -2.826 -1.268 0.00
C -2.432 -3.495 -2.283 0.00
C -1.182 -3.030 -2.661 0.00
C -0.641 -1.936 -2.020 0.00
N -1.291 -1.277 -1.046 -0.02
C -2.500 -1.723 -0.678 0.00
H -2.879 -4.357 -2.760 0.00
H -0.622 -3.516 -3.448 0.00
H 0.341 -1.569 -2.280 -0.01
H -3.010 -1.190 0.108 0.00
C 3.065 -3.203 -0.690 0.00
C 3.304 -2.305 0.510 0.00
S 1.852 -1.510 1.209 0.01
O 1.112 -1.035 -0.088 0.00
C 0.923 -2.932 1.805 0.00
C 1.371 -3.279 3.219 0.00
H 4.029 -3.523 -1.082 0.00
H 2.539 -2.669 -1.479 0.00
H 2.504 -4.100 -0.433 0.00
H 3.982 -1.483 0.275 0.00
H 3.738 -2.843 1.357 0.00
H 1.048 -3.750 1.096 0.00
H -0.112 -2.600 1.782 0.00
H 2.410 -3.607 3.251 0.00
H 0.759 -4.098 3.591 0.00
H 1.236 -2.432 3.890 0.00
```

[3]
The following is a DFT calculation (the ωB97M-V functional and the def2-TZVPD basis) of a cluster of 3 separate species, C6H9N3 in total.

The LUMO energy is 0.8 eV. As for the SMILES: CC#N.CC#N.CC#N. Its total charge is 0. The gap between HOMO and LUMO comes out at 12.333 eV.

XYZ file:
```
18
Properties=species:S:1:pos:R:3:mulliken_charge:R:1
C -3.650 3.026 -5.761 -0.69
C -3.846 1.597 -6.047 0.28
N -4.049 0.473 -6.276 -0.36
H -2.647 3.038 -5.333 0.24
H -4.360 3.553 -5.124 0.28
H -3.664 3.533 -6.725 0.24
C 1.408 -2.183 -1.633 -0.70
C 1.570 -0.795 -2.032 0.29
N 1.660 0.334 -2.247 -0.35
H 0.727 -2.315 -0.792 0.26
H 2.354 -2.667 -1.390 0.26
H 0.912 -2.598 -2.510 0.24
C 2.294 -0.787 8.130 -0.73
C 2.297 -0.924 6.663 0.29
N 2.361 -0.993 5.509 -0.34
H 2.863 0.041 8.552 0.27
H 2.539 -1.685 8.698 0.27
H 1.230 -0.649 8.321 0.24
```

[4]
The following is a DFT calculation (the ωB97M-V functional and the def2-TZVPD basis) of the molecule C19H31N3O2.

The LUMO energy is 0.7 eV. As for the SMILES: COc1ccc(N2CCC(N3CCN(C)[C@@H](CCO)C3)CC2)cc1. Its total charge is 0. The gap between HOMO and LUMO comes out at 7.856 eV.

XYZ file:
```
55
Properties=species:S:1:pos:R:3:mulliken_charge:R:1
C 1.964 -6.202 -4.713 -0.82
O 2.381 -6.170 -3.373 -0.47
C 2.156 -5.023 -2.654 0.76
C 1.543 -3.878 -3.141 -0.57
C 1.360 -2.777 -2.321 -0.66
C 1.791 -2.774 -0.993 0.39
N 1.637 -1.673 -0.179 0.27
C 1.286 -0.383 -0.725 -0.88
C 1.715 0.722 0.237 -1.29
C 1.015 0.616 1.612 -0.42
N -0.073 1.552 1.851 0.29
C 0.353 2.899 2.165 -0.64
C -0.838 3.668 2.720 -0.76
N -1.928 3.735 1.757 0.00
C -3.025 4.506 2.321 -1.25
C -2.324 2.378 1.373 0.21
C -3.458 2.358 0.335 -1.00
C -3.124 3.068 -0.983 -0.57
O -2.771 4.416 -0.827 -0.63
C -1.097 1.633 0.830 -0.98
C 0.544 -0.826 1.835 -1.07
C 1.557 -1.811 1.259 -1.06
C 2.419 -3.934 -0.519 -0.37
C 2.589 -5.033 -1.330 -0.67
H 2.468 -5.436 -5.312 0.33
H 0.879 -6.075 -4.802 0.33
H 2.240 -7.188 -5.086 0.23
H 1.190 -3.823 -4.159 0.36
H 0.858 -1.916 -2.734 0.36
H 0.208 -0.305 -0.934 0.37
H 1.821 -0.253 -1.671 0.70
H 1.511 1.693 -0.215 0.53
H 2.795 0.649 0.377 0.35
H 1.759 0.842 2.385 0.59
H 1.139 2.863 2.922 0.45
H 0.745 3.431 1.279 0.28
H -0.531 4.690 2.958 0.47
H -1.168 3.174 3.651 0.36
H -3.768 4.717 1.557 0.33
H -2.632 5.457 2.678 0.39
H -3.507 3.989 3.164 0.41
H -2.676 1.827 2.268 0.16
H -4.353 2.809 0.764 0.48
H -3.693 1.316 0.110 0.50
H -4.005 3.057 -1.632 0.44
H -2.322 2.523 -1.505 0.21
H -2.137 4.464 -0.092 0.50
H -1.408 0.629 0.541 0.31
H -0.728 2.161 -0.064 0.23
H -0.421 -0.993 1.356 0.26
H 0.415 -1.007 2.902 0.43
H 1.243 -2.830 1.501 0.77
H 2.539 -1.636 1.725 0.25
H 2.796 -3.972 0.490 0.42
H 3.074 -5.922 -0.956 0.41
```

What did we get for maximum force? Answer: 2.9; 0.4; 2.2; 0.5 eV/A, in the order shown.